# C5H12O

A 2-piece molecular cluster, C5H12O overall in a non-equilibrium geometry (the ωB97M-V functional and the def2-TZVPD basis, OMol25).

```
18
Properties=species:S:1:pos:R:3:lowdin_charge:R:1
C -0.8728 1.2342 -0.2684 -0.10
C -0.3816 -0.2064 -0.1869 -0.52
C -1.2214 -1.1330 -1.0488 -0.09
C -0.3012 -0.6841 1.2581 -0.09
C 2.5704 0.2193 -0.3069 -0.02
O 2.5757 1.1579 0.5976 -0.05
H -0.8875 1.5936 -1.3050 0.08
H -0.2335 1.9016 0.3199 0.07
H -1.8917 1.3173 0.1316 0.08
H -1.2309 -0.8018 -2.0945 0.08
H -0.8343 -2.1556 -1.0187 0.08
H -2.2576 -1.1584 -0.6945 0.08
H -1.2932 -0.6394 1.7324 0.08
H 0.0508 -1.7213 1.3167 0.08
H 0.3791 -0.0552 1.8464 0.07
H 2.6496 -0.7049 0.2886 0.01
H 0.6676 -0.1688 -0.7036 0.08
H 2.5126 2.0053 0.1360 0.10
```

Computed properties:
E_LUMO = 0.72 eV
Energy relative to the best compared isomer or geometry (same formula, charge and spin) = 75.36 kcal/mol
2S+1 = 1
Total energy = -272.828564 a.u.
Strongest force on any atom = 1.8 eV/Å
Charge = 0